# 1
Here is a molecular structure, C24H23OSrTe at a distorted geometry from the OMol25 dataset. Energies are from ωB97M-V/def2-TZVPD.

Computed properties:
Total energy ... -1302.23482 Ha
Frontier orbital gap ... 3.78 eV
Strongest force on any atom ... 2.65 eV Å⁻¹
Net charge ... -1
Molecular weight ... 542.7 u
Relative energy (zero: lowest compared OMol25 entry of this formula, charge and spin) ... 0.000 eV

```
50
Properties=species:S:1:pos:R:3:forces:R:3:mulliken_charge:R:1
C 0.4407 -2.7995 1.9812 0.1 -0.4 -0.2 -0.410
C -0.7991 -2.3954 1.4163 0.1 0.4 0.1 -0.102
C -0.7291 -2.4690 -0.0080 -0.1 -0.3 0.5 -0.108
H -1.6545 -2.1060 2.0382 0.4 0.1 -0.5 0.206
C 0.5448 -2.9950 -0.3427 0.4 0.2 0.2 -0.252
C 1.2645 -3.2257 0.8871 0.3 0.5 -0.1 -1.259
H 2.2835 -3.6190 1.0146 -0.5 0.0 -0.3 0.359
H 0.6707 -2.8550 3.0811 -0.3 0.1 -1.4 0.233
H -1.5591 -2.3185 -0.7300 0.8 0.1 0.7 0.218
H 0.8317 -3.2489 -1.3739 0.1 0.1 0.6 0.327
C -1.0170 1.6106 0.6053 -0.1 0.1 0.1 -0.648
C -0.8335 1.1766 1.9356 -0.2 0.0 0.2 0.222
C 0.3965 1.6905 2.4146 0.2 -0.3 0.1 -0.586
H -1.5593 0.6418 2.5560 0.5 0.1 -0.4 0.206
C 0.9963 2.4317 1.3586 0.4 -0.1 0.0 -1.132
C 0.1085 2.3865 0.2478 0.3 -0.1 -0.5 -0.212
H 0.2124 2.9202 -0.7011 0.1 -0.2 0.3 0.388
H -1.9404 1.5033 0.0144 0.7 -0.1 0.3 0.368
H 0.7667 1.5671 3.4430 -0.2 0.1 -0.6 0.322
H 1.9339 2.9916 1.4401 -0.4 -0.1 -0.1 0.343
Sr 1.5985 -0.3851 0.8827 -2.6 -0.1 0.3 1.377
O -0.8733 -1.2366 -3.3164 -0.6 0.5 0.5 -0.252
C -2.2046 -1.3683 -3.8583 1.8 -1.0 -0.8 -0.319
C -0.9167 -1.8057 -4.5939 -2.2 -0.6 1.0 -0.270
H -2.7919 -2.1642 -3.3854 0.1 0.5 -0.2 0.264
H -2.6967 -0.4533 -4.2246 0.2 -0.6 0.6 0.124
H -0.7190 -2.8803 -4.6468 0.1 0.2 0.1 0.337
H 0.9489 -2.5122 -6.3302 0.1 -0.1 -0.2 0.350
C 0.6246 -1.4940 -6.4987 -1.2 0.3 0.2 -0.672
C -0.3974 -0.9863 -5.6681 0.9 0.4 -0.7 1.101
C -0.8437 0.3299 -5.7921 0.5 -0.5 -0.4 -0.589
H -1.5494 0.7423 -5.0557 0.4 -0.1 -0.7 0.162
C -0.2893 1.1204 -6.7899 -0.1 0.2 0.6 -0.371
H -0.7146 2.1281 -6.7633 0.8 0.0 -0.7 0.320
C 0.7464 0.6396 -7.6187 -0.3 0.5 1.0 -0.573
H 1.3555 1.3829 -8.1515 -0.6 -0.6 -0.4 0.324
C 1.1576 -0.6993 -7.4943 0.2 1.0 -0.6 -0.303
H 1.8989 -1.0498 -8.2168 0.0 -0.1 0.5 0.355
Te -1.0050 -1.0288 4.9419 -0.3 -1.0 -0.2 -0.339
C -0.0944 0.6211 5.7643 -0.1 0.2 0.5 -0.102
C -0.9227 1.6963 6.1750 1.4 0.1 0.1 -0.358
C -0.3208 2.8031 6.7845 0.0 -0.4 0.0 -0.372
C 1.0658 2.8301 7.0038 0.0 0.0 -0.2 -0.471
C 1.8703 1.7613 6.5839 -0.2 -0.3 0.0 -0.302
C 1.3048 0.6367 5.9752 -1.0 1.0 0.2 -0.582
H -1.9937 1.6055 6.0039 0.2 0.2 0.1 0.349
H -0.9296 3.6434 7.1160 0.1 -0.1 -0.1 0.327
H 1.5279 3.6915 7.4950 -0.2 -0.3 -0.2 0.322
H 2.9469 1.7884 6.7443 -0.1 0.1 0.1 0.322
H 1.8585 -0.2443 5.6561 0.1 0.3 0.1 0.356
```
Forces are in eV/Å.



# 2
Here is a molecular structure, C24H24F9NO2P2Pm at a distorted geometry from the OMol25 dataset. Energies are from ωB97M-V/def2-TZVPD.

Computed properties:
Total energy ... -3323.93571 Ha
Frontier orbital gap (spin up / spin down) ... 7.83 / 8.02 eV
Strongest force on any atom ... 4.55 eV Å⁻¹
Expectation value of S² ... 6.006
Net charge ... +1
Molecular weight ... 736.4 u
Multiplicity ... 5

```
63
Properties=species:S:1:pos:R:3:forces:R:3:mulliken_charge:R:1
C 3.5967 0.2422 -3.3723 0.1 0.0 -0.3 -0.596
C 3.0197 0.6139 -2.1611 -0.8 0.2 0.3 -0.648
C 1.8435 1.4200 -2.2054 0.1 -0.7 0.2 0.574
C 1.4198 1.9819 -3.4080 0.0 -0.1 -0.1 -0.209
C 2.0011 1.5844 -4.6063 0.3 0.2 0.1 -0.628
C 3.0762 0.6938 -4.5875 0.0 0.0 0.0 -1.141
C 0.2151 2.9293 -3.3712 4.0 -0.1 2.1 0.005
C 0.1180 3.6291 -2.0178 -0.3 0.3 0.1 0.188
C 0.5818 2.9488 -0.8960 0.1 0.0 0.5 0.983
C 0.6240 3.5914 0.3655 0.0 -0.3 -0.4 0.130
C 0.0459 4.8555 0.4766 -0.1 0.1 -0.1 -0.744
C -0.5378 5.4828 -0.6272 0.0 -0.1 -0.1 -1.131
C -0.4982 4.8702 -1.8822 0.3 0.1 0.2 -0.649
H 4.4755 -0.4104 -3.3611 -0.3 0.3 -0.1 0.479
H 1.5991 1.9800 -5.5416 0.3 -0.2 0.2 0.497
H 3.5240 0.3652 -5.5232 -0.1 0.1 0.2 0.396
H 0.3645 3.6897 -4.1470 -0.4 -0.3 0.0 1.059
H 0.0607 5.3562 1.4477 0.0 -0.1 -0.3 0.435
H -1.0076 6.4581 -0.5132 0.1 -0.2 0.0 0.384
H -0.9324 5.3430 -2.7655 0.2 0.0 0.3 0.488
N 1.0029 1.5936 -1.0608 2.3 3.1 -0.4 0.456
Pm 0.0296 -0.1428 -0.5462 -1.6 -1.6 -0.2 0.751
C 3.6073 0.1577 -0.8351 -0.2 -0.2 0.1 -1.124
H 3.6359 0.9874 -0.1090 0.0 -0.2 -0.3 0.305
H 4.6217 -0.2412 -0.9798 -0.2 0.3 0.0 0.558
C 1.3067 2.9306 1.5465 0.1 -0.1 0.0 -1.307
H 2.3602 2.7085 1.3104 -0.2 0.2 0.1 0.357
H 1.2609 3.5758 2.4347 0.1 0.0 -0.3 0.546
P 2.6183 -1.2127 -0.0477 1.3 0.3 -0.3 1.059
P 0.5302 1.3206 1.9979 -0.3 0.6 0.0 1.192
C -1.0988 1.9291 2.5487 -0.3 -0.2 0.1 -1.346
H -1.7798 1.0770 2.6577 0.1 0.3 0.1 0.206
H -0.9883 2.4541 3.5066 -0.1 0.0 -0.2 0.455
H -1.5172 2.6132 1.8015 0.0 -0.1 0.1 0.359
C 1.2925 0.9151 3.5999 0.2 -0.3 0.1 -1.345
H 1.0426 1.6795 4.3483 0.1 -0.2 -0.2 0.482
H 0.8914 -0.0569 3.9201 0.2 0.3 0.1 0.359
H 2.3815 0.8298 3.4978 -0.2 0.0 0.1 0.366
C 3.2049 -2.6477 -1.0063 -0.3 -0.4 0.0 -1.261
H 4.1648 -3.0035 -0.6102 -0.2 0.1 -0.2 0.414
H 2.4527 -3.4424 -0.9070 0.4 0.0 -0.1 0.351
H 3.3079 -2.3983 -2.0691 -0.1 0.0 0.2 0.355
C 3.4559 -1.4535 1.5524 -0.3 -0.2 0.4 -1.353
H 2.7209 -1.8805 2.2489 0.3 0.1 0.0 0.326
H 4.2932 -2.1546 1.4391 -0.2 0.3 0.1 0.488
H 3.8136 -0.5008 1.9633 -0.1 -0.2 -0.1 0.330
C -1.0024 2.1774 -3.5249 -0.3 0.4 -0.7 -0.354
O -1.3871 1.1824 -2.9487 0.0 0.3 -0.3 -0.472
H -1.3266 2.8742 -4.2968 -3.4 -1.3 -0.8 0.436
F -0.2923 -3.0708 0.2694 -0.7 0.4 0.8 -0.235
C -1.1722 -2.8445 1.3282 1.0 -0.9 0.8 0.381
F -1.7039 -4.0339 1.6613 0.6 1.1 -0.3 -0.222
F -0.3858 -2.4098 2.3566 -0.7 -0.4 -1.0 -0.241
C -2.2201 -1.7696 0.9379 0.4 1.0 -0.2 0.973
O -1.6502 -0.5135 0.8200 -0.5 -1.3 0.3 -0.595
C -2.7796 -2.1629 -0.4533 -1.1 -0.2 -1.2 0.551
F -3.0211 -3.4779 -0.6133 0.2 1.3 0.1 -0.243
F -3.8852 -1.4651 -0.7803 1.1 -0.7 0.4 -0.228
F -1.8143 -1.8071 -1.4341 -0.8 -0.4 0.8 -0.286
C -3.3087 -1.6919 2.0486 -0.9 0.1 0.6 0.388
F -4.0386 -2.8337 2.1456 0.6 1.0 -0.1 -0.243
F -2.7171 -1.4555 3.2514 -0.4 -0.3 -1.0 -0.232
F -4.1508 -0.6624 1.8111 0.7 -0.9 0.1 -0.228
```
Forces are in eV/Å.



# 3
Here is a single C24H24N2O2 molecule from the OMol25 dataset. Energies are from ωB97M-V/def2-TZVPD.

Computed properties:
Total energy ... -1189.00510 Ha
Frontier orbital gap ... 9.08 eV
Strongest force on any atom ... 0.48 eV Å⁻¹
Net charge ... 0
Molecular weight ... 372.5 u
SMILES string ... CCc1cccc(CC)c1NC(=O)c1cccc(NC(=O)c2ccccc2)c1
Relative energy (zero: lowest compared OMol25 entry of this formula, charge and spin) ... 0.000 eV

```
52
Properties=species:S:1:pos:R:3:forces:R:3:mulliken_charge:R:1
C -4.1897 -2.0050 1.8843 -0.1 0.0 -0.1 -1.112
H -4.3974 -3.0636 2.0215 0.0 -0.1 0.1 0.352
H -3.1139 -1.8585 1.9430 0.1 0.0 0.1 0.292
H -4.6574 -1.4527 2.6975 0.0 0.0 0.1 0.330
C -4.7390 -1.5338 0.5364 0.1 -0.1 0.1 -0.627
C -4.5382 -0.0591 0.3330 0.0 -0.1 -0.1 0.630
C -5.6395 0.7880 0.3491 0.0 0.0 0.0 -0.848
C -5.4976 2.1561 0.2252 0.0 0.0 0.0 -0.944
C -4.2361 2.7033 0.0850 0.0 0.0 0.0 -0.870
C -3.1125 1.8918 0.0523 0.1 0.0 0.1 0.656
C -3.2715 0.5060 0.1660 -0.4 0.3 -0.1 0.244
N -2.1066 -0.3020 0.1431 0.2 0.3 0.3 0.192
C -1.8215 -1.2909 -0.7443 0.1 0.0 0.0 0.190
O -2.5935 -1.6952 -1.5888 0.0 0.0 -0.1 -0.632
C -0.4532 -1.8703 -0.5668 0.3 -0.2 -0.1 0.422
C 0.6651 -1.0660 -0.3982 0.0 -0.1 0.0 -0.279
C 1.9318 -1.6333 -0.2730 -0.2 -0.4 0.0 0.356
C 2.0677 -3.0190 -0.2974 0.2 0.0 0.0 -0.588
C 0.9495 -3.8143 -0.4718 -0.2 0.1 0.0 -0.776
C -0.3051 -3.2521 -0.6193 -0.1 0.1 0.0 -0.766
H -1.1785 -3.8662 -0.7730 -0.1 -0.1 0.0 0.486
H 1.0641 -4.8872 -0.5001 0.0 -0.1 0.0 0.387
H 3.0448 -3.4584 -0.1894 0.0 0.0 0.0 0.528
N 3.0176 -0.7654 -0.1416 -0.1 0.4 -0.1 -0.115
C 4.3362 -1.0612 0.0736 -0.1 0.1 0.0 0.585
O 4.7702 -2.1801 0.2461 0.0 -0.1 0.1 -0.639
C 5.2161 0.1452 0.1072 0.3 0.2 0.0 0.356
C 6.3267 0.1133 0.9458 -0.1 -0.1 0.0 -0.423
C 7.1853 1.1943 1.0111 0.0 0.0 0.0 -0.541
C 6.9526 2.3111 0.2251 0.0 0.0 0.0 -0.358
C 5.8645 2.3395 -0.6316 0.0 0.1 0.0 -0.687
C 4.9961 1.2641 -0.6915 0.0 -0.1 0.1 -0.385
H 4.1715 1.2898 -1.3909 -0.1 0.0 0.0 0.456
H 5.6937 3.2015 -1.2596 0.0 0.1 -0.1 0.386
H 7.6240 3.1555 0.2711 0.1 0.1 0.0 0.380
H 8.0396 1.1650 1.6705 0.1 0.0 0.1 0.382
H 6.4979 -0.7712 1.5406 0.0 -0.1 0.0 0.409
H 2.7807 0.2158 -0.1944 0.1 -0.2 0.1 0.185
H 0.5707 0.0128 -0.4022 0.0 0.1 0.0 0.296
H -1.3477 0.0150 0.7296 -0.1 -0.2 -0.1 0.321
C -1.7559 2.5108 -0.1566 0.0 -0.1 -0.2 -0.733
C -1.2842 2.3252 -1.6007 0.1 0.1 0.2 -1.043
H -1.9747 2.8176 -2.2810 0.0 0.0 -0.1 0.393
H -1.2464 1.2718 -1.8686 0.0 -0.1 -0.1 0.247
H -0.2956 2.7591 -1.7394 0.1 0.0 -0.1 0.320
H -1.0220 2.0791 0.5313 0.0 0.1 0.0 0.265
H -1.8141 3.5787 0.0633 0.0 -0.1 0.1 0.470
H -4.1182 3.7733 -0.0081 0.0 0.1 0.0 0.387
H -6.3669 2.7962 0.2428 -0.1 0.1 0.0 0.389
H -6.6248 0.3617 0.4696 -0.1 -0.1 0.0 0.381
H -5.8080 -1.7515 0.4962 0.0 0.0 -0.1 0.485
H -4.2569 -2.0844 -0.2720 -0.1 0.0 0.0 0.209
```
Forces are in eV/Å.



# 4
Here is a molecular structure, C24H24N3O2SV at a distorted geometry from the OMol25 dataset. Energies are from ωB97M-V/def2-TZVPD.

Computed properties:
Total energy ... -2585.97071 Ha
Frontier orbital gap (spin up / spin down) ... 7.22 / 7.69 eV
Strongest force on any atom ... 4.04 eV Å⁻¹
Expectation value of S² ... 2.017
Net charge ... 0
Molecular weight ... 469.5 u
Multiplicity ... 3
Relative energy (zero: lowest compared OMol25 entry of this formula, charge and spin) ... 0.730 eV

```
55
Properties=species:S:1:pos:R:3:forces:R:3:mulliken_charge:R:1
V 0.2163 -0.8243 0.1046 2.5 -1.8 0.2 0.922
C 1.7634 0.7604 2.3646 0.0 0.2 0.1 -1.402
N 1.1607 -0.4827 1.8757 0.4 0.0 1.3 0.344
C 1.1908 -1.5223 2.6395 0.1 0.3 -0.1 0.428
C 0.6050 -2.7105 2.1192 -0.1 -0.6 0.0 -0.477
C 0.4292 -4.0098 2.5750 0.1 0.3 0.2 -0.914
C -0.2341 -4.7048 1.5507 -0.1 0.0 -0.3 -0.676
C -0.4296 -3.8002 0.5182 0.0 -0.3 0.2 -0.351
N 0.0801 -2.5896 0.8458 -0.3 -1.3 0.6 -0.173
C 1.0366 1.3474 3.5566 0.0 -0.1 -0.1 0.656
C 1.7221 1.6464 4.7272 0.0 0.0 0.0 -0.409
C 1.0573 2.2022 5.8124 0.0 0.0 0.1 -0.583
C -0.3017 2.4605 5.7362 0.0 0.0 0.0 -0.370
C -0.9940 2.1576 4.5709 0.0 0.0 0.0 -0.874
C -0.3314 1.6031 3.4883 0.0 0.0 0.0 0.082
H 1.7576 1.4780 1.5433 0.0 -0.1 0.0 0.230
H 2.8084 0.5827 2.6306 0.0 0.0 -0.1 0.475
H 1.6487 -1.5020 3.6271 0.0 0.0 0.0 0.447
H 0.7371 -4.4054 3.5303 0.0 0.0 0.0 0.456
H -0.5307 -5.7410 1.5552 0.0 0.0 0.0 0.432
H -0.9115 -3.9655 -0.4331 0.0 0.0 0.0 0.383
H 2.7864 1.4489 4.7918 0.0 0.0 0.0 0.364
H 1.6050 2.4333 6.7175 0.0 0.0 0.0 0.371
H -0.8191 2.9017 6.5784 0.0 0.0 0.0 0.378
H -2.0549 2.3622 4.5019 0.0 0.0 0.0 0.402
H -0.8767 1.3786 2.5800 0.0 0.0 0.0 0.257
O -1.6689 2.6065 0.0558 0.1 -0.3 0.0 -0.705
C -0.7073 1.9200 -0.2189 0.0 0.7 -0.3 0.396
O -0.5900 0.6689 0.1379 -2.2 3.3 0.5 -0.427
C 0.4630 2.4601 -1.0021 0.1 -0.1 0.0 0.453
C 0.3727 3.8165 -1.3338 0.0 -0.1 0.0 -0.559
C 1.3632 4.4571 -2.0463 -0.1 0.1 0.0 -0.599
C 2.4812 3.7347 -2.4473 0.0 0.0 0.0 -0.513
C 2.5885 2.3967 -2.1310 0.0 0.0 0.0 -0.949
C 1.5943 1.7251 -1.4040 -0.1 0.0 0.0 0.658
S 1.9645 0.0178 -1.1108 0.7 0.2 -0.4 -0.303
H -0.5150 4.3354 -0.9995 0.0 0.1 0.0 0.477
H 1.2667 5.5080 -2.2863 0.0 0.0 0.0 0.397
H 3.2715 4.2201 -3.0064 0.0 0.0 0.0 0.385
H 3.4597 1.8331 -2.4403 0.0 0.0 0.0 0.439
C -1.4557 -0.7015 -4.7747 0.1 0.0 0.1 -1.619
C -1.8125 -1.8495 -3.8165 -0.2 -0.1 -0.4 2.031
C -1.2867 -3.1834 -4.3670 0.1 0.0 0.1 -1.620
C -3.3326 -1.9150 -3.6035 0.0 0.0 0.1 -1.613
C -1.1735 -1.5892 -2.5292 0.0 0.0 0.2 -0.490
N -0.6762 -1.3666 -1.5215 -1.1 -0.7 -1.9 0.195
H -1.9346 -0.8811 -5.7372 0.0 0.0 0.0 0.423
H -0.3779 -0.6427 -4.9260 0.0 0.0 0.0 0.390
H -1.8034 0.2550 -4.3846 0.0 0.0 0.0 0.376
H -1.7613 -3.3836 -5.3274 0.0 0.0 0.0 0.413
H -1.5168 -4.0074 -3.6911 0.0 0.0 0.0 0.375
H -0.2077 -3.1434 -4.5158 0.0 0.0 0.0 0.401
H -3.8165 -2.1031 -4.5618 0.0 0.0 0.0 0.410
H -3.7101 -0.9747 -3.2020 0.0 0.0 0.0 0.392
H -3.5995 -2.7183 -2.9166 0.0 0.0 0.0 0.390
```
Forces are in eV/Å.